1.
Computed, not measured: a structure of composition C9H4Cl2GaN2O3V, with ωB97M-V/def2-TZVPD.

Values from the calculation:
frontier orbital gap (spin up / spin down): 4.16 / 4.19 eV
⟨S²⟩: 2.024
energy above the lowest of the compared OMol25 structures with the same formula, charge and spin: 0.00 kJ/mol

The geometry in ORCA input format:
```
! RIJCOSX wB97M-V def2-TZVPD def2/J DEFGRID3
* xyz 4 3
Ga 0.25388 -2.75397 -6.25022
V -0.08063 0.39812 -0.05637
Cl 1.02839 -1.85590 -4.49366
Cl -0.00450 -1.57782 -0.83418
C -1.79867 0.98280 -0.37232
C 0.86029 -3.23846 -8.04808
C -1.42648 -3.52849 -6.67479
O -2.94277 1.24422 -0.48200
O 1.13605 -3.54923 -9.13987
O -2.40371 -4.04079 -7.07284
N 0.64267 2.85585 6.81214
C 0.54690 2.38041 5.74070
C 0.50176 1.81341 4.39898
C 0.19254 0.46190 4.20016
C -0.08952 0.01792 2.91082
N 0.16266 0.79358 1.81251
C 0.68762 2.05308 1.99422
C 0.83431 2.57883 3.27179
H 0.15292 -0.24409 5.02975
H -0.46789 -0.98283 2.72719
H 0.96189 2.61802 1.09652
H 1.25230 3.57343 3.42956
*
```

How positive or negative is each atom? The Löwdin charges in e answer that: Ga 0.5296; V 0.8030; Cl 0.4223; Cl 0.2799; C -0.0234; C 0.1507; C 0.1321; O 0.2831; O 0.3799; O 0.3798; N 0.2930; C -0.0725; C -0.1155; C 0.0808; C -0.0174; N -0.1387; C -0.0491; C 0.0690; H 0.1642; H 0.1446; H 0.1413; H 0.1631

2.
Computed, not measured: a cluster of 7 separate species, C28H68Cl4N6O8P2 in total, with ωB97M-V/def2-TZVPD.

Values from the calculation:
SMILES: CN(C)P(=O)(N(C)C)N(C)C.CN(C)P(=O)(N(C)C)N(C)C.CCOC(C)=O.CCOC(C)=O.CCOC(C)=O.ClCCCl.ClCCCl
frontier orbital gap: 8.78 eV

The geometry in ORCA input format:
```
! RIJCOSX wB97M-V def2-TZVPD def2/J DEFGRID3
* xyz 0 1
C 12.04675 -2.78014 15.55175
N 12.07496 -3.61195 14.31300
C 11.50381 -2.98675 13.17787
P 12.45158 -5.16623 14.24455
O 12.62765 -5.65341 12.81778
N 13.73895 -5.30350 15.31207
C 14.03647 -6.58807 15.99843
C 14.80102 -4.28527 15.41097
N 11.26766 -6.16843 14.91217
C 10.49308 -5.75956 16.08571
C 10.62417 -7.22312 14.04301
H 12.37550 -3.41176 16.31180
H 10.97637 -2.47219 15.73783
H 12.55101 -1.88938 15.42062
H 11.62321 -3.56160 12.22349
H 11.88618 -1.95449 13.04460
H 10.40438 -2.89458 13.33124
H 13.67635 -7.35971 15.38680
H 15.10824 -6.83768 15.98734
H 13.64415 -6.60581 17.04283
H 15.71828 -4.72435 14.98740
H 14.50964 -3.36408 14.90794
H 14.98464 -3.90588 16.40764
H 9.58856 -5.27386 15.73688
H 10.24336 -6.67865 16.60006
H 11.01896 -5.07588 16.81632
H 10.81552 -8.28565 14.37348
H 10.90250 -6.99954 13.04907
H 9.45706 -7.07157 14.08503
C 7.28854 -16.14839 20.71356
N 7.58051 -14.76415 20.51840
C 6.42142 -14.03378 19.91485
P 9.06452 -14.15545 20.80420
O 9.17121 -12.80218 20.24133
N 9.42145 -14.09694 22.42475
C 9.45524 -15.26414 23.25744
C 8.74674 -13.01912 23.10444
N 10.01901 -15.36160 20.17295
C 9.78835 -15.62273 18.69429
C 11.38893 -15.64041 20.54008
H 7.35716 -16.77821 19.80474
H 6.28646 -16.32232 21.15350
H 7.99852 -16.62918 21.43967
H 6.60015 -12.92523 19.77241
H 5.47700 -14.09152 20.46611
H 6.15641 -14.38601 18.94026
H 10.18827 -15.07751 24.05569
H 8.53326 -15.53855 23.83606
H 9.72009 -16.18909 22.74120
H 9.11099 -12.91683 24.10377
H 8.76479 -12.04948 22.58992
H 7.72625 -13.31273 23.17357
H 9.02097 -14.94758 18.25514
H 10.74734 -15.49083 18.21176
H 9.38931 -16.58609 18.48027
H 11.48012 -15.92252 21.54812
H 12.17614 -14.84399 20.32215
H 11.79993 -16.42778 19.89259
C 19.07866 -14.15271 15.29598
C 18.76813 -13.03276 16.22009
O 19.23011 -13.36790 17.59271
C 18.37240 -14.08105 18.28036
C 18.88166 -14.43312 19.65261
O 17.18393 -14.17329 18.06903
H 20.13069 -14.48758 15.32698
H 18.71216 -13.93268 14.28709
H 18.51897 -15.01152 15.66084
H 19.31903 -12.03552 16.00103
H 17.71513 -12.78823 16.22755
H 18.17114 -14.54292 20.45902
H 19.63583 -13.71330 19.95019
H 19.46742 -15.35111 19.56895
C 16.07222 -12.34604 13.30416
C 16.00218 -11.03963 14.09000
O 15.95329 -11.38174 15.49976
C 15.86087 -10.29501 16.34061
C 15.80354 -10.77556 17.75124
O 15.80617 -9.19682 15.87181
H 16.64472 -12.98879 13.93145
H 16.29155 -12.15776 12.28935
H 15.06678 -12.68985 13.25933
H 16.86578 -10.35482 14.04549
H 15.14711 -10.44535 13.86310
H 16.15032 -11.79586 17.75298
H 14.72934 -10.64896 17.96116
H 16.39775 -10.12895 18.42454
C 13.47078 -7.88616 10.32855
C 13.41153 -8.80363 11.52560
O 12.18131 -9.48140 11.56495
C 12.19792 -10.76068 11.96519
C 10.88599 -11.41636 11.71203
O 13.13197 -11.28343 12.54365
H 12.55001 -7.33203 10.28174
H 13.52116 -8.36108 9.29788
H 14.31426 -7.13878 10.38654
H 14.22123 -9.56300 11.59628
H 13.54724 -8.25996 12.42368
H 10.61440 -12.21712 12.40599
H 10.86587 -11.90470 10.73879
H 10.17709 -10.64946 11.86802
Cl 8.20491 -8.82555 17.49511
C 9.62586 -9.74406 18.13123
C 10.01235 -10.94549 17.29655
Cl 11.10952 -10.47730 15.97090
H 9.24065 -10.03258 19.09702
H 10.44649 -9.01045 18.31638
H 9.15263 -11.38160 16.81088
H 10.50789 -11.72023 17.87685
Cl 11.23453 -14.88591 14.64098
C 12.92471 -14.17134 14.70236
C 13.75549 -14.57613 15.85662
Cl 13.29644 -13.86275 17.44217
H 12.75260 -13.09005 14.58493
H 13.38942 -14.54701 13.79841
H 14.81613 -14.42036 15.61009
H 13.50860 -15.60232 16.01789
*
```

Atomic partial charges in e from the Löwdin method, atoms 1 to 99: C -0.0753; N -0.3184; C -0.1346; P 0.5167; O -0.3260; N -0.2887; C -0.0918; C -0.1089; N -0.2941; C -0.1155; C -0.0875; H 0.0399; H 0.1057; H 0.0544; H 0.0897; H 0.0889; H 0.0873; H 0.0433; H 0.0681; H 0.0943; H 0.0883; H 0.0655; H 0.0736; H 0.0733; H 0.0440; H 0.0872; H 0.0333; H 0.0290; H 0.1098; C -0.1440; N -0.2888; C -0.0847; P 0.4574; O -0.2859; N -0.2917; C -0.1553; C -0.1194; N -0.2733; C -0.0712; C -0.1252; H 0.0815; H 0.0891; H 0.0765; H 0.0943; H 0.0739; H 0.0618; H 0.0886; H 0.0972; H 0.0621; H 0.0769; H 0.0879; H 0.0698; H 0.0894; H 0.0464; H 0.0597; H 0.0412; H 0.0931; H 0.0851; C -0.0722; C -0.1962; O 0.0044; C -0.5750; C 0.0181; O 0.0765; H 0.0924; H 0.0767; H 0.0800; H 0.1579; H 0.0757; H 0.0854; H 0.0812; H 0.0870; C -0.0266; C -0.1947; O -0.0680; C -0.5169; C 0.0368; O 0.0998; H 0.0500; H 0.0746; H 0.0356; H 0.1293; H 0.0893; H 0.0558; H 0.1000; H 0.1035; C -0.0693; C -0.2448; O 0.0008; C -0.5126; C 0.0320; O 0.0689; H 0.0596; H 0.0898; H 0.0974; H 0.1209; H 0.0972; H 0.0829; H 0.0972

3.
Computed, not measured: the ion C4H8NOS with charge +1, with ωB97M-V/def2-TZVPD.

Values from the calculation:
SMILES: C[NH2+]CC(=O)C=S
frontier orbital gap: 7.83 eV
energy above the lowest of the compared OMol25 structures with the same formula, charge and spin: 208.02 kJ/mol

The geometry in ORCA input format:
```
! RIJCOSX wB97M-V def2-TZVPD def2/J DEFGRID3
* xyz 1 1
C 0.22701 -1.79864 -1.36322
N -0.48823 -0.94389 -0.34258
C -0.43780 0.59043 -0.30847
C 0.14165 0.84071 1.31091
O 0.24768 -0.21393 1.97078
C 0.38058 2.22336 1.54710
S 1.83917 2.68893 1.99809
H 1.27637 -1.70607 -1.41290
H 0.03944 -2.78944 -1.04778
H -0.33453 -1.48642 -2.29187
H -1.34654 -1.27744 -0.54289
H -0.16541 -1.15184 0.54637
H 0.39126 0.96826 -0.88517
H -1.38512 1.07311 -0.34346
H -0.38552 2.98288 1.16509
*
```

How positive or negative is each atom? The Löwdin charges in e answer that: C 0.0531; N 0.0273; C 0.0480; C -0.3722; O 0.0774; C -0.6138; S 0.8980; H 0.0937; H 0.0968; H 0.1379; H 0.1196; H 0.0793; H 0.1249; H 0.1178; H 0.1124

So what do the calculations give for M? Going down the list: 379.7 820.6 118.2 g mol⁻¹.
So what do the calculations give for E_tot? Going down the list: -4467.9403 -4561.6642 -685.0475 Ha.